No. 1
11
Properties=species:S:1:pos:R:3:forces:R:3 method="wB97M-V/def2-TZVPD" total_energy_ev=-7759.8920 lumo_energy_ev=-0.236 orbital_gap_ha=0.3799 smiles=C[C@@H]1O[C@H]1C#N
C 1.249 1.028 -0.032 0.7 0.6 2.5
C -0.048 0.283 -0.433 2.4 3.6 0.4
O -0.946 0.357 0.673 0.6 -1.0 -0.4
C -0.384 -0.929 0.240 0.4 -2.4 4.3
C -1.439 -1.759 -0.206 -14.7 -0.1 -5.8
N -2.751 -1.776 -0.665 13.2 -0.6 4.6
H 1.460 0.296 0.894 0.9 2.3 -1.7
H 2.198 1.190 -0.813 -2.9 -0.7 2.1
H 0.840 2.138 0.476 1.5 -3.3 -1.7
H -0.372 0.765 -1.323 -1.2 -1.0 -1.2
H 0.194 -1.594 1.189 -0.8 2.5 -3.1

No. 2
165
Properties=species:S:1:pos:R:3:forces:R:3 method="wB97M-V/def2-TZVPD" total_energy_ev=-130482.6105 lumo_energy_ev=0.375 orbital_gap_ha=0.3066 smiles="CCCCCCCCCCCCCc1c(COC)ccc2c1N(N)c1cc(C)cc(CC(=O)OC(C)=O)c1S2.O=C1OCCO1.O=C1OCCO1.O=C1OCCO1.O=C1OCCO1.O=C1OCCO1.O=C1OCCO1.O=C1OCCO1.O=C1OCCO1"
C 2.240 -1.969 1.550 -0.2 -0.2 0.6
C 2.538 -3.439 1.242 0.1 0.6 -0.6
C 3.603 -3.536 0.136 0.1 -0.2 0.7
C 5.024 -3.059 0.545 0.0 -0.1 -0.9
C 5.681 -2.244 -0.599 -0.3 0.1 0.4
C 5.464 -0.723 -0.422 0.2 -0.5 -0.7
C 5.908 0.097 -1.656 -0.3 0.4 0.8
C 4.779 0.320 -2.688 0.9 -0.5 -0.4
C 3.887 -0.898 -2.948 -0.7 0.8 -0.6
C 2.528 -0.431 -3.514 0.3 -0.3 0.9
C 1.590 -1.611 -3.753 -0.1 0.5 -0.7
C 0.106 -1.222 -3.811 -0.3 -0.5 0.7
C -0.531 -1.177 -2.394 0.7 0.9 0.0
C -1.668 -0.172 -2.328 0.2 0.2 0.5
C -3.006 -0.530 -2.562 -0.1 -0.3 -0.1
C -3.408 -1.976 -2.869 -0.7 0.6 0.2
O -2.768 -2.941 -2.057 -0.2 0.0 -0.3
C -3.187 -2.851 -0.724 0.3 -0.3 0.8
C -4.038 0.411 -2.524 0.5 -0.1 0.1
C -3.772 1.736 -2.208 -0.2 -0.2 -0.2
C -2.461 2.086 -1.943 0.8 0.5 0.2
C -1.388 1.181 -2.010 -1.1 -0.4 -0.1
N -0.048 1.645 -1.763 -0.4 -0.3 -0.2
N 0.448 2.443 -2.884 0.7 0.1 0.1
C 0.057 2.366 -0.528 0.4 0.1 0.2
C 1.054 2.007 0.371 -0.7 0.7 0.1
C 1.133 2.693 1.593 0.6 -0.6 0.1
C 2.199 2.273 2.582 0.0 0.2 0.1
C 0.240 3.709 1.892 -0.3 0.0 -0.2
C -0.753 4.101 0.988 -0.1 -0.3 -0.1
C -1.747 5.200 1.308 1.1 -0.5 0.2
C -1.188 6.583 0.972 -1.4 -0.1 -0.3
O -1.924 7.413 0.533 0.3 0.6 0.1
O 0.160 6.809 1.168 0.4 -0.9 0.1
C 0.915 6.671 -0.006 0.5 0.1 -0.9
C 2.176 5.844 0.058 -0.3 -0.1 0.6
O 0.554 7.168 -1.027 -0.4 0.0 0.1
C -0.829 3.418 -0.225 -0.1 -0.3 -0.6
S -2.058 3.771 -1.479 -0.3 -0.1 0.3
H 3.148 -1.463 1.894 -0.1 0.1 -0.2
H 1.514 -1.891 2.368 0.0 0.1 -0.1
H 1.822 -1.447 0.685 0.1 0.0 0.0
H 1.627 -3.907 0.854 0.0 -0.1 0.2
H 2.841 -3.963 2.147 0.0 0.0 -0.1
H 3.220 -2.970 -0.722 0.2 0.0 0.0
H 3.702 -4.581 -0.171 -0.2 0.1 -0.1
H 5.017 -2.464 1.464 0.0 -0.1 0.0
H 5.629 -3.956 0.704 0.0 0.1 0.3
H 5.247 -2.614 -1.532 0.2 0.2 -0.1
H 6.760 -2.431 -0.668 -0.1 0.0 0.1
H 6.042 -0.452 0.468 -0.2 0.2 -0.1
H 4.402 -0.503 -0.243 0.1 -0.1 0.2
H 6.203 1.093 -1.298 0.1 -0.1 -0.1
H 6.812 -0.355 -2.080 -0.2 0.0 -0.2
H 4.192 1.210 -2.435 -0.1 -0.3 0.3
H 5.264 0.567 -3.643 -0.2 0.1 0.1
H 4.374 -1.561 -3.673 0.0 -0.2 0.3
H 3.647 -1.443 -2.036 0.2 0.0 -0.1
H 2.687 0.205 -4.389 -0.2 -0.1 -0.1
H 2.084 0.191 -2.725 0.0 0.2 -0.2
H 1.765 -2.346 -2.958 -0.2 -0.1 -0.1
H 1.836 -2.050 -4.720 0.2 -0.3 0.3
H -0.434 -1.965 -4.402 -0.1 0.2 0.0
H -0.062 -0.242 -4.270 0.3 -0.1 -0.2
H 0.259 -0.807 -1.729 -0.1 0.0 0.0
H -0.813 -2.158 -2.024 -0.1 0.1 -0.3
H -4.492 -2.051 -2.682 0.1 0.0 -0.1
H -3.283 -2.199 -3.930 0.4 -0.3 0.3
H -2.447 -3.391 -0.121 -0.1 0.0 -0.1
H -4.164 -3.321 -0.536 0.0 0.1 -0.3
H -3.214 -1.823 -0.340 0.0 0.0 -0.2
H -5.052 0.074 -2.720 0.0 0.2 0.0
H -4.582 2.461 -2.172 0.2 0.0 0.1
H -0.175 2.314 -3.673 -0.1 -0.1 0.1
H 0.404 3.426 -2.623 -0.2 0.0 -0.1
H 1.740 1.210 0.113 0.0 0.0 0.0
H 1.954 2.588 3.600 -0.1 -0.1 -0.1
H 2.320 1.191 2.576 0.0 0.0 0.0
H 3.179 2.702 2.343 -0.1 0.0 -0.1
H 0.304 4.205 2.857 0.0 0.0 -0.1
H -2.025 5.126 2.365 0.2 0.3 0.0
H -2.661 5.049 0.736 0.1 0.3 0.0
H 2.822 6.127 0.891 -0.1 0.0 0.0
H 2.695 5.916 -0.894 0.0 0.3 0.1
H 1.889 4.797 0.195 0.0 0.1 0.1
O -7.131 2.133 -4.007 0.0 0.0 0.0
C -6.757 3.236 -4.235 0.0 -0.2 0.1
O -6.239 4.080 -3.301 -0.1 0.0 -0.3
C -5.695 5.208 -3.994 0.2 0.2 0.1
C -6.473 5.204 -5.290 0.0 0.2 -0.1
O -6.787 3.821 -5.456 0.1 0.1 0.2
H -5.837 6.118 -3.417 -0.1 -0.1 0.1
H -4.626 5.046 -4.145 0.0 0.0 0.0
H -7.403 5.772 -5.222 0.0 0.0 0.0
H -5.894 5.572 -6.134 0.0 -0.2 -0.1
O 2.835 -1.423 -6.529 0.1 0.0 -0.3
C 3.390 -0.688 -7.279 0.0 0.0 0.1
O 3.307 -0.760 -8.631 0.1 0.1 0.1
C 3.915 0.417 -9.171 0.0 0.1 -0.2
C 4.850 0.838 -8.060 0.2 0.2 -0.1
O 4.190 0.335 -6.896 -0.1 -0.1 -0.1
H 4.432 0.193 -10.101 -0.1 -0.2 0.0
H 3.136 1.158 -9.366 0.0 0.0 0.1
H 5.832 0.369 -8.139 0.0 0.0 0.0
H 4.976 1.916 -7.996 -0.1 0.0 0.2
O 2.936 -7.172 1.285 0.0 0.0 0.0
C 2.488 -7.156 2.387 0.0 0.0 -0.1
O 2.182 -6.034 3.075 -0.1 -0.3 0.0
C 1.459 -6.418 4.256 -0.2 0.2 -0.3
C 1.911 -7.841 4.461 0.0 -0.1 0.2
O 2.217 -8.262 3.122 0.0 0.1 0.0
H 1.704 -5.772 5.076 0.2 0.2 -0.1
H 0.388 -6.341 4.049 0.0 -0.1 -0.1
H 2.813 -7.909 5.069 0.0 0.0 0.0
H 1.143 -8.473 4.897 0.0 -0.1 -0.2
O 1.763 -6.481 6.982 0.0 -0.1 0.5
C 1.614 -5.662 7.834 0.0 0.0 -0.1
O 0.656 -5.711 8.786 0.1 0.0 0.0
C 0.936 -4.684 9.743 -0.1 0.1 0.2
C 1.757 -3.705 8.935 0.0 0.3 0.1
O 2.378 -4.556 7.966 -0.1 -0.1 0.1
H 0.015 -4.253 10.126 -0.1 -0.1 -0.1
H 1.497 -5.119 10.572 0.0 0.0 0.0
H 1.141 -2.969 8.414 0.0 -0.1 0.0
H 2.505 -3.185 9.528 0.1 -0.1 -0.1
O -3.610 -3.930 -5.453 0.0 -0.1 -0.1
C -2.611 -3.931 -6.096 -0.1 -0.1 0.1
O -1.659 -2.971 -6.027 -0.1 -0.1 -0.2
C -0.513 -3.425 -6.755 0.3 0.1 -0.1
C -1.123 -4.423 -7.714 0.1 -0.1 -0.2
O -2.268 -4.887 -6.993 0.1 0.1 0.1
H -0.020 -2.595 -7.256 -0.1 0.1 0.1
H 0.189 -3.885 -6.058 0.0 0.0 0.0
H -1.457 -3.959 -8.645 0.0 0.0 0.0
H -0.455 -5.248 -7.949 -0.1 -0.1 0.1
O -4.303 5.699 5.723 0.0 -0.1 0.0
C -3.919 6.590 5.037 0.0 0.0 0.0
O -4.131 6.677 3.700 0.1 0.0 0.2
C -3.720 7.982 3.272 0.0 0.2 -0.3
C -2.731 8.377 4.342 0.2 0.2 -0.1
O -3.206 7.653 5.483 -0.1 -0.1 -0.1
H -3.278 7.944 2.281 -0.1 -0.2 0.0
H -4.593 8.637 3.247 0.0 0.0 0.1
H -1.714 8.047 4.115 0.0 0.0 0.0
H -2.720 9.446 4.537 -0.1 -0.1 0.2
O -0.796 -2.640 5.435 0.0 0.0 0.1
C -1.765 -2.740 4.757 0.1 0.0 0.0
O -2.015 -3.773 3.912 -0.1 0.2 0.1
C -3.365 -3.653 3.458 -0.2 -0.2 -0.2
C -3.641 -2.179 3.636 -0.2 0.2 -0.2
O -2.777 -1.831 4.721 0.1 -0.3 0.0
H -3.458 -3.974 2.423 0.2 -0.1 0.0
H -4.003 -4.281 4.084 0.0 0.0 0.0
H -3.359 -1.592 2.760 0.1 0.0 0.0
H -4.679 -1.968 3.885 0.1 0.1 0.2
O 0.133 1.722 5.972 0.1 0.0 -0.1
C -1.050 1.695 6.077 0.1 0.0 0.0
O -1.888 1.091 5.201 0.0 0.1 0.1
C -3.196 1.082 5.778 -0.3 -0.1 0.0
C -3.132 2.240 6.749 -0.3 0.2 0.0
O -1.742 2.275 7.089 0.0 -0.2 -0.1
H -3.957 1.217 5.013 0.2 0.0 -0.1
H -3.357 0.125 6.275 0.1 0.0 0.0
H -3.408 3.191 6.289 0.0 0.0 0.0
H -3.743 2.086 7.635 0.2 0.0 0.1

No. 3
62
Properties=species:S:1:pos:R:3:forces:R:3 method="wB97M-V/def2-TZVPD" total_energy_ev=-35904.7789 lumo_energy_ev=0.400 orbital_gap_ha=0.3572 smiles="COC[C@@H]1CN(C(=O)[C@H]2CCC23CCC3)CCN1C(=O)Cc1nncn1C(C)C"
C 3.543 2.088 -1.412 0.0 0.0 0.0
O 2.137 2.039 -1.289 0.0 0.0 0.0
C 1.723 1.403 -0.104 0.1 0.0 0.0
C 0.205 1.331 -0.121 0.0 0.0 0.0
C -0.341 0.715 1.169 0.0 0.0 0.1
N -0.084 -0.709 1.218 -0.1 0.0 0.1
C 0.811 -1.212 2.126 0.4 0.2 -0.5
O 1.341 -0.482 2.947 -0.2 -0.1 0.2
C 1.171 -2.670 1.964 0.0 -0.2 0.1
C 1.943 -3.125 0.697 0.1 0.1 0.1
C 2.648 -4.175 1.577 -0.1 -0.1 0.0
C 2.286 -3.337 2.815 -0.1 0.1 0.0
C 3.386 -2.467 3.464 0.1 -0.1 0.0
C 2.717 -2.701 4.835 -0.1 0.0 0.0
C 1.954 -3.895 4.208 0.1 0.0 0.0
C -0.676 -1.407 0.091 -0.2 0.0 0.0
C -0.116 -0.864 -1.212 0.1 0.0 0.0
N -0.288 0.586 -1.278 -0.1 0.0 0.0
C -0.615 1.122 -2.501 0.1 -0.1 0.1
O -0.894 0.407 -3.447 0.0 0.0 0.0
C -0.661 2.633 -2.682 0.0 0.0 0.0
C -1.933 3.064 -3.327 -0.1 0.0 -0.1
N -2.020 3.732 -4.444 0.0 0.1 0.1
N -3.349 3.978 -4.678 0.0 -0.1 -0.1
C -4.018 3.429 -3.708 0.1 0.0 0.1
N -3.177 2.843 -2.808 0.0 0.0 0.0
C -3.531 2.094 -1.601 0.0 0.0 0.0
C -4.016 0.693 -1.950 0.0 0.0 0.0
C -4.543 2.866 -0.768 0.0 0.0 0.0
H 3.771 2.588 -2.350 0.0 0.0 0.0
H 3.994 2.648 -0.585 0.0 0.0 0.0
H 3.973 1.079 -1.428 0.0 0.0 0.0
H 2.160 0.396 -0.038 0.0 0.0 0.0
H 2.054 1.958 0.784 0.0 0.0 0.0
H -0.179 2.348 -0.174 0.0 0.0 0.0
H 0.124 1.177 2.037 0.0 0.0 0.0
H -1.423 0.885 1.215 0.0 0.0 0.0
H 0.262 -3.272 2.072 0.0 0.0 0.0
H 1.379 -3.472 -0.167 0.0 0.0 0.0
H 2.636 -2.342 0.382 0.0 0.0 0.0
H 2.103 -5.122 1.568 0.0 0.0 0.0
H 3.706 -4.368 1.402 0.0 0.0 0.0
H 4.338 -3.001 3.396 0.0 0.0 0.0
H 3.518 -1.444 3.127 0.0 0.0 0.0
H 3.365 -2.911 5.683 0.0 0.0 0.0
H 2.047 -1.879 5.080 0.0 0.0 0.0
H 0.899 -4.022 4.456 0.0 0.0 0.0
H 2.474 -4.840 4.379 0.0 0.0 0.0
H -0.513 -2.477 0.165 0.0 0.0 0.0
H -1.758 -1.231 0.114 0.0 0.0 0.0
H 0.949 -1.117 -1.278 0.0 0.0 -0.1
H -0.617 -1.291 -2.075 0.0 0.0 0.0
H -0.475 3.201 -1.774 0.0 0.0 0.0
H 0.145 2.883 -3.371 0.0 0.0 0.0
H -5.090 3.436 -3.603 0.0 0.0 0.0
H -2.606 2.013 -1.026 0.0 0.0 0.0
H -4.210 0.124 -1.039 0.0 0.0 0.0
H -4.946 0.749 -2.519 0.0 0.0 0.0
H -3.278 0.164 -2.552 0.0 0.0 0.0
H -4.713 2.347 0.176 0.0 0.0 0.0
H -4.189 3.874 -0.553 0.0 0.0 0.0
H -5.502 2.939 -1.282 0.0 0.0 0.0

No. 4
14
Properties=species:S:1:pos:R:3:forces:R:3 method="wB97M-V/def2-TZVPD" total_charge=+1 total_energy_ev=-19079.1259 lumo_energy_ev=-3.599 orbital_gap_ha=0.3520
N 3.181 -0.398 0.004 4.1 -1.7 -1.0
C 1.916 -0.564 0.021 -5.6 -0.9 0.2
O 1.193 -1.552 0.029 1.1 1.2 -0.3
S 1.082 1.231 0.071 1.0 -0.7 -0.2
C -0.637 1.337 -0.074 0.2 0.8 0.2
C -1.811 0.731 -0.038 0.8 -1.5 -0.8
N -2.147 -0.763 0.029 1.5 0.0 -3.5
H 3.527 0.526 0.084 0.6 0.8 -0.1
H 3.891 -1.149 -0.313 -1.9 1.5 1.0
H -0.800 2.439 -0.115 0.1 -0.8 0.2
H -2.687 1.284 0.133 -1.0 0.6 -0.3
H -2.517 -0.670 0.926 -1.1 -1.5 2.1
H -2.941 -1.037 -0.715 2.4 0.6 2.1
H -1.248 -1.413 -0.041 -2.1 1.5 0.3

Repeat the third record exactly.
62
Properties=species:S:1:pos:R:3:forces:R:3 method="wB97M-V/def2-TZVPD" total_energy_ev=-35904.7789 lumo_energy_ev=0.400 orbital_gap_ha=0.3572 smiles="COC[C@@H]1CN(C(=O)[C@H]2CCC23CCC3)CCN1C(=O)Cc1nncn1C(C)C"
C 3.543 2.088 -1.412 0.0 0.0 0.0
O 2.137 2.039 -1.289 0.0 0.0 0.0
C 1.723 1.403 -0.104 0.1 0.0 0.0
C 0.205 1.331 -0.121 0.0 0.0 0.0
C -0.341 0.715 1.169 0.0 0.0 0.1
N -0.084 -0.709 1.218 -0.1 0.0 0.1
C 0.811 -1.212 2.126 0.4 0.2 -0.5
O 1.341 -0.482 2.947 -0.2 -0.1 0.2
C 1.171 -2.670 1.964 0.0 -0.2 0.1
C 1.943 -3.125 0.697 0.1 0.1 0.1
C 2.648 -4.175 1.577 -0.1 -0.1 0.0
C 2.286 -3.337 2.815 -0.1 0.1 0.0
C 3.386 -2.467 3.464 0.1 -0.1 0.0
C 2.717 -2.701 4.835 -0.1 0.0 0.0
C 1.954 -3.895 4.208 0.1 0.0 0.0
C -0.676 -1.407 0.091 -0.2 0.0 0.0
C -0.116 -0.864 -1.212 0.1 0.0 0.0
N -0.288 0.586 -1.278 -0.1 0.0 0.0
C -0.615 1.122 -2.501 0.1 -0.1 0.1
O -0.894 0.407 -3.447 0.0 0.0 0.0
C -0.661 2.633 -2.682 0.0 0.0 0.0
C -1.933 3.064 -3.327 -0.1 0.0 -0.1
N -2.020 3.732 -4.444 0.0 0.1 0.1
N -3.349 3.978 -4.678 0.0 -0.1 -0.1
C -4.018 3.429 -3.708 0.1 0.0 0.1
N -3.177 2.843 -2.808 0.0 0.0 0.0
C -3.531 2.094 -1.601 0.0 0.0 0.0
C -4.016 0.693 -1.950 0.0 0.0 0.0
C -4.543 2.866 -0.768 0.0 0.0 0.0
H 3.771 2.588 -2.350 0.0 0.0 0.0
H 3.994 2.648 -0.585 0.0 0.0 0.0
H 3.973 1.079 -1.428 0.0 0.0 0.0
H 2.160 0.396 -0.038 0.0 0.0 0.0
H 2.054 1.958 0.784 0.0 0.0 0.0
H -0.179 2.348 -0.174 0.0 0.0 0.0
H 0.124 1.177 2.037 0.0 0.0 0.0
H -1.423 0.885 1.215 0.0 0.0 0.0
H 0.262 -3.272 2.072 0.0 0.0 0.0
H 1.379 -3.472 -0.167 0.0 0.0 0.0
H 2.636 -2.342 0.382 0.0 0.0 0.0
H 2.103 -5.122 1.568 0.0 0.0 0.0
H 3.706 -4.368 1.402 0.0 0.0 0.0
H 4.338 -3.001 3.396 0.0 0.0 0.0
H 3.518 -1.444 3.127 0.0 0.0 0.0
H 3.365 -2.911 5.683 0.0 0.0 0.0
H 2.047 -1.879 5.080 0.0 0.0 0.0
H 0.899 -4.022 4.456 0.0 0.0 0.0
H 2.474 -4.840 4.379 0.0 0.0 0.0
H -0.513 -2.477 0.165 0.0 0.0 0.0
H -1.758 -1.231 0.114 0.0 0.0 0.0
H 0.949 -1.117 -1.278 0.0 0.0 -0.1
H -0.617 -1.291 -2.075 0.0 0.0 0.0
H -0.475 3.201 -1.774 0.0 0.0 0.0
H 0.145 2.883 -3.371 0.0 0.0 0.0
H -5.090 3.436 -3.603 0.0 0.0 0.0
H -2.606 2.013 -1.026 0.0 0.0 0.0
H -4.210 0.124 -1.039 0.0 0.0 0.0
H -4.946 0.749 -2.519 0.0 0.0 0.0
H -3.278 0.164 -2.552 0.0 0.0 0.0
H -4.713 2.347 0.176 0.0 0.0 0.0
H -4.189 3.874 -0.553 0.0 0.0 0.0
H -5.502 2.939 -1.282 0.0 0.0 0.0